# 1
{
  "formula": "C26H76N2O20",
  "method": "the ωB97M-V functional and the def2-TZVPD basis",
  "elements": ["C", "O", "C", "C", "C", "N", "H", "H", "H", "H", "H", "H", "H", "H", "H", "H", "H", "C", "O", "C", "C", "C", "N", "H", "H", "H", "H", "H", "H", "H", "H", "H", "H", "H", "O", "C", "C", "O", "H", "H", "H", "H", "H", "H", "O", "C", "C", "O", "H", "H", "H", "H", "H", "H", "O", "C", "C", "O", "H", "H", "H", "H", "H", "H", "O", "C", "C", "O", "H", "H", "H", "H", "H", "H", "O", "C", "C", "O", "H", "H", "H", "H", "H", "H", "O", "C", "C", "O", "H", "H", "H", "H", "H", "H", "O", "C", "C", "O", "H", "H", "H", "H", "H", "H", "O", "C", "C", "O", "H", "H", "H", "H", "H", "H", "O", "C", "C", "O", "H", "H", "H", "H", "H", "H"],
  "coordinates": [[4.52, -2.24, 3.53], [3.20, -1.98, 4.02], [3.07, -0.61, 4.37], [1.60, -0.27, 4.56], [0.82, -0.23, 3.24], [1.41, 1.06, 5.16], [5.13, -2.70, 4.31], [5.00, -1.34, 3.16], [4.45, -2.92, 2.68], [3.64, -0.34, 5.26], [3.45, 0.07, 3.59], [1.04, -1.02, 5.13], [0.82, -1.22, 2.77], [1.46, 0.37, 2.57], [-0.22, 0.10, 3.25], [1.68, 1.74, 4.46], [2.08, 1.20, 5.91], [0.93, 1.66, -1.88], [-0.28, 0.99, -2.27], [-1.24, 1.07, -1.24], [-1.01, 0.17, -0.04], [-0.98, -1.32, -0.35], [-2.10, 0.43, 0.94], [0.70, 2.72, -1.76], [1.71, 1.58, -2.64], [1.25, 1.25, -0.93], [-1.35, 2.10, -0.88], [-2.20, 0.83, -1.71], [-0.04, 0.31, 0.44], [-0.65, -1.89, 0.52], [-0.30, -1.49, -1.20], [-1.97, -1.70, -0.61], [-1.85, 1.31, 1.40], [-2.93, 0.61, 0.39], [6.03, 4.16, -4.21], [5.88, 4.21, -2.79], [4.87, 3.16, -2.35], [3.52, 3.55, -2.59], [6.15, 5.05, -4.53], [6.86, 4.04, -2.34], [5.59, 5.23, -2.51], [4.96, 3.02, -1.27], [5.10, 2.24, -2.88], [3.48, 4.50, -2.47], [-0.66, 6.01, 1.80], [-1.09, 4.67, 1.55], [-1.07, 3.88, 2.86], [-1.59, 2.55, 2.65], [-1.42, 6.52, 2.09], [-2.12, 4.80, 1.21], [-0.51, 4.15, 0.79], [-1.75, 4.37, 3.57], [-0.06, 3.81, 3.26], [-1.73, 2.26, 3.55], [-5.13, 2.49, 4.64], [-4.41, 1.85, 3.60], [-5.19, 0.63, 3.14], [-6.22, 1.01, 2.22], [-4.58, 2.59, 5.41], [-4.20, 2.49, 2.75], [-3.46, 1.48, 3.99], [-5.64, 0.12, 4.00], [-4.52, -0.11, 2.70], [-6.86, 1.53, 2.72], [-2.30, -1.97, 2.62], [-3.43, -2.75, 2.36], [-3.35, -4.04, 3.13], [-4.41, -4.96, 2.87], [-2.20, -1.28, 1.93], [-4.37, -2.28, 2.68], [-3.58, -2.93, 1.29], [-3.37, -3.79, 4.20], [-2.41, -4.59, 3.02], [-4.25, -5.75, 3.37], [0.71, -4.79, -0.70], [1.28, -4.45, 0.57], [2.16, -3.21, 0.49], [3.34, -3.40, -0.31], [-0.15, -5.19, -0.56], [0.41, -4.29, 1.21], [1.80, -5.29, 1.03], [2.53, -3.01, 1.49], [1.61, -2.33, 0.13], [3.01, -3.46, -1.23], [3.86, -0.67, 0.20], [3.94, -0.18, -1.14], [5.29, -0.56, -1.75], [5.53, -1.96, -1.94], [3.81, -1.65, 0.15], [3.05, -0.60, -1.63], [3.87, 0.89, -0.96], [6.02, -0.25, -1.00], [5.52, -0.01, -2.67], [6.13, -2.23, -1.24], [2.90, -2.68, -5.17], [1.67, -2.07, -4.77], [0.93, -2.97, -3.79], [1.79, -3.47, -2.78], [3.22, -3.13, -4.38], [1.89, -1.19, -4.16], [1.02, -1.94, -5.63], [0.60, -3.88, -4.33], [0.02, -2.57, -3.33], [1.30, -3.93, -2.06], [-7.66, 0.34, -0.12], [-7.06, -0.53, -1.09], [-5.86, -1.24, -0.45], [-4.85, -0.30, -0.15], [-7.19, 0.31, 0.73], [-7.87, -1.20, -1.37], [-6.68, 0.00, -1.96], [-5.43, -1.93, -1.19], [-6.13, -1.87, 0.40], [-5.12, 0.19, 0.63], [-0.60, 0.45, -5.22], [0.08, 1.34, -6.11], [-0.72, 2.60, -6.34], [-0.45, 3.62, -5.37], [-0.50, 0.86, -4.35], [1.08, 1.59, -5.73], [0.29, 0.78, -7.02], [-1.79, 2.44, -6.39], [-0.46, 2.98, -7.33], [0.49, 3.81, -5.45]],
  "orbital_gap_ev": 9.7,
  "relative_energy_kcal_mol": 41.2,
  "total_charge": 0,
  "smiles": "COC[C@H](C)N.COC[C@H](C)N.OCCO.OCCO.OCCO.OCCO.OCCO.OCCO.OCCO.OCCO.OCCO"
}



# 2
{
  "formula": "C15H41AlBBrClF5MgN6O11P3",
  "method": "the ωB97M-V functional and the def2-TZVPD basis",
  "elements": ["C", "B", "P", "N", "P", "O", "Br", "H", "H", "H", "H", "H", "H", "H", "Mg", "C", "C", "C", "O", "C", "H", "H", "H", "H", "H", "H", "H", "H", "C", "C", "O", "C", "O", "O", "H", "H", "H", "H", "C", "O", "N", "N", "H", "H", "H", "H", "O", "Cl", "O", "O", "O", "F", "Al", "F", "F", "F", "F", "O", "P", "N", "C", "C", "N", "C", "C", "N", "C", "C", "H", "H", "H", "H", "H", "H", "H", "H", "H", "H", "H", "H", "H", "H", "H", "H", "H", "H"],
  "coordinates": [[-0.23, -1.39, 4.89], [-0.46, 0.14, 4.65], [-2.16, 1.05, 4.84], [-3.37, 0.15, 4.26], [0.97, 1.28, 4.09], [2.30, 0.34, 3.87], [1.27, 2.50, 5.96], [-1.12, -1.92, 5.25], [0.13, -1.84, 3.96], [0.52, -1.48, 5.68], [-2.07, 2.24, 4.10], [-2.40, 1.40, 6.19], [-3.01, -0.75, 3.93], [2.21, -0.15, 3.03], [-5.32, -0.55, 4.09], [-3.31, 2.97, 1.07], [-3.91, 3.97, 0.10], [-4.76, 3.06, -0.79], [-5.18, 1.96, 0.04], [-4.44, 1.99, 1.25], [-2.98, 3.42, 2.01], [-2.46, 2.46, 0.62], [-4.55, 4.67, 0.64], [-3.18, 4.54, -0.46], [-4.17, 2.65, -1.61], [-5.63, 3.57, -1.20], [-5.13, 2.32, 2.06], [-4.09, 0.97, 1.49], [-1.26, 0.58, -2.58], [-0.16, -0.40, -2.28], [0.30, 0.04, -0.98], [-0.71, 0.70, -0.40], [-0.72, 1.03, 0.75], [-1.72, 0.93, -1.26], [-2.06, 0.14, -3.18], [-0.90, 1.48, -3.08], [-0.52, -1.42, -2.20], [0.64, -0.36, -3.01], [-2.02, 7.30, -1.62], [-2.16, 6.10, -1.86], [-1.06, 7.78, -0.80], [-2.82, 8.26, -2.17], [-0.94, 8.76, -0.60], [-0.45, 7.11, -0.37], [-3.55, 7.95, -2.79], [-2.72, 9.24, -1.98], [-1.82, 10.47, 0.05], [-1.74, 11.53, 1.04], [-0.61, 11.28, 1.91], [-2.96, 11.55, 1.81], [-1.57, 12.79, 0.36], [0.94, -0.80, -5.46], [0.18, -2.31, -5.71], [-1.29, -2.08, -6.61], [-0.20, -3.02, -4.19], [1.22, -3.35, -6.58], [-2.18, -1.11, -4.72], [3.93, -3.26, -1.85], [3.78, -4.28, -0.74], [4.14, -5.67, -1.69], [3.33, -6.81, -2.06], [5.52, -5.81, -2.11], [2.12, -4.00, -0.43], [1.11, -5.03, -0.31], [1.51, -2.84, -1.08], [3.89, -5.16, 0.79], [4.79, -4.41, 1.70], [4.13, -6.58, 0.97], [3.77, -7.75, -1.68], [3.26, -6.91, -3.15], [2.31, -6.76, -1.68], [6.18, -6.06, -1.25], [5.89, -4.88, -2.55], [5.64, -6.59, -2.86], [0.83, -5.43, -1.29], [0.20, -4.62, 0.13], [1.41, -5.84, 0.35], [1.31, -3.03, -2.15], [2.14, -1.96, -1.00], [0.56, -2.58, -0.61], [5.83, -4.44, 1.35], [4.76, -4.80, 2.72], [4.48, -3.36, 1.75], [5.07, -6.93, 0.53], [3.30, -7.18, 0.60], [4.18, -6.80, 2.04]],
  "orbital_gap_ev": 1.5,
  "total_charge": -1
}



# 3
{
  "formula": "C3H6N2O",
  "method": "the ωB97M-V functional and the def2-TZVPD basis",
  "elements": ["N", "C", "O", "N", "C", "C", "H", "H", "H", "H", "H", "H"],
  "coordinates": [[-0.50, 0.52, -1.97], [-0.28, 0.71, -0.65], [-0.75, 1.62, 0.00], [0.53, -0.35, -0.12], [1.00, -0.12, 1.24], [-0.19, -0.96, 1.01], [-0.07, -0.23, -2.49], [-1.21, 1.10, -2.40], [1.95, -0.61, 1.42], [0.84, 0.87, 1.67], [-0.15, -2.04, 1.06], [-1.16, -0.51, 1.23]],
  "orbital_gap_ev": 10.8,
  "relative_energy_kcal_mol": 27.9,
  "total_charge": 0,
  "smiles": "NC(=O)N1CC1"
}



# 4
{
  "formula": "C2H2",
  "method": "the ωB97M-V functional and the def2-TZVPD basis",
  "elements": ["C", "C", "H", "H"],
  "coordinates": [[-0.27, 0.54, -0.04], [0.32, -0.45, -0.16], [-0.51, 1.55, 0.34], [0.46, -1.63, -0.14]],
  "orbital_gap_ev": 12.3,
  "relative_energy_kcal_mol": 14.5,
  "total_charge": 0,
  "smiles": "C#C"
}



# 5
{
  "formula": "C28H29N3ScSi",
  "method": "the ωB97M-V functional and the def2-TZVPD basis",
  "elements": ["C", "C", "C", "H", "C", "C", "H", "H", "H", "H", "Sc", "C", "H", "H", "H", "Si", "C", "C", "H", "C", "H", "C", "H", "C", "H", "C", "H", "C", "C", "H", "C", "H", "C", "H", "C", "H", "C", "H", "H", "H", "N", "C", "C", "C", "C", "C", "N", "C", "C", "C", "C", "C", "N", "H", "H", "H", "H", "H", "H", "H", "H", "H"],
  "coordinates": [[0.70, 2.28, 3.62], [1.11, 2.67, 2.32], [-0.05, 2.88, 1.55], [2.12, 2.77, 1.98], [-1.18, 2.62, 2.36], [-0.71, 2.25, 3.65], [-1.32, 2.00, 4.50], [1.36, 2.05, 4.45], [-0.08, 3.15, 0.50], [-2.21, 2.69, 2.05], [-0.01, 0.67, 2.15], [-0.38, 0.09, 0.11], [-1.32, 0.54, -0.22], [-0.45, -0.98, -0.14], [0.41, 0.50, -0.53], [-0.57, -1.37, -3.96], [1.23, -1.14, -4.44], [1.88, 0.07, -4.18], [1.34, 0.89, -3.73], [3.22, 0.24, -4.52], [3.71, 1.19, -4.31], [3.93, -0.79, -5.11], [4.97, -0.66, -5.37], [3.29, -2.00, -5.37], [3.84, -2.81, -5.84], [1.96, -2.17, -5.04], [1.47, -3.11, -5.26], [-1.56, 0.16, -4.36], [-1.37, 0.84, -5.57], [-0.61, 0.50, -6.27], [-2.11, 1.97, -5.88], [-1.95, 2.49, -6.81], [-3.07, 2.43, -4.99], [-3.66, 3.31, -5.23], [-3.28, 1.77, -3.79], [-4.02, 2.13, -3.09], [-2.53, 0.64, -3.48], [-2.69, 0.14, -2.54], [-0.72, -1.64, -2.51], [-1.08, -2.57, -4.70], [0.09, -1.38, 5.00], [1.32, -1.25, 4.30], [2.44, -1.94, 4.83], [3.66, -1.90, 4.16], [3.77, -1.18, 2.98], [2.66, -0.50, 2.49], [1.47, -0.54, 3.15], [-1.22, -1.12, 4.50], [-2.31, -1.66, 5.21], [-3.61, -1.48, 4.74], [-3.82, -0.77, 3.57], [-2.73, -0.25, 2.88], [-1.46, -0.42, 3.35], [0.13, -1.89, 5.90], [2.35, -2.52, 5.74], [4.51, -2.43, 4.56], [4.72, -1.14, 2.45], [2.75, 0.08, 1.58], [-2.15, -2.22, 6.12], [-4.45, -1.89, 5.29], [-4.83, -0.62, 3.19], [-2.90, 0.32, 1.98]],
  "orbital_gap_ev": 7.4,
  "relative_energy_kcal_mol": 0.0,
  "total_charge": 1
}



# 6
{
  "formula": "C37H26ClN5O4P2Se2Sm",
  "method": "the ωB97M-V functional and the def2-TZVPD basis",
  "elements": ["Sm", "O", "C", "O", "C", "C", "Cl", "N", "N", "C", "C", "O", "O", "C", "C", "C", "C", "C", "C", "H", "H", "H", "H", "H", "H", "Se", "P", "C", "C", "C", "C", "C", "C", "C", "C", "C", "C", "C", "C", "C", "C", "N", "N", "N", "P", "Se", "C", "C", "C", "C", "C", "C", "C", "C", "C", "C", "C", "C", "H", "H", "H", "H", "H", "H", "H", "H", "H", "H", "H", "H", "H", "H", "H", "H", "H", "H", "H", "H"],
  "coordinates": [[-10.97, -0.59, 14.45], [-8.60, 3.76, 10.82], [-9.66, 4.21, 11.48], [-10.07, 5.38, 11.38], [-10.35, 3.36, 12.53], [-11.52, 3.71, 13.27], [-12.55, 4.99, 12.95], [-11.82, 2.67, 14.13], [-10.95, 1.60, 13.83], [-10.10, 1.98, 12.90], [-9.25, 0.94, 12.30], [-8.54, 1.18, 11.30], [-9.40, -0.27, 12.84], [-12.97, 2.37, 14.88], [-13.39, 3.20, 15.95], [-13.97, 2.68, 17.09], [-14.24, 1.28, 17.11], [-13.97, 0.52, 15.98], [-13.46, 1.07, 14.84], [-8.49, 2.81, 11.12], [-13.29, 4.28, 15.76], [-14.35, 3.42, 17.80], [-14.68, 0.76, 17.98], [-14.25, -0.50, 16.03], [-13.43, 0.44, 13.93], [-9.07, 0.93, 21.34], [-8.48, -0.81, 20.25], [-6.63, -0.65, 20.12], [-5.71, -1.79, 20.08], [-4.42, -1.57, 19.71], [-3.95, -0.30, 19.46], [-4.79, 0.80, 19.41], [-6.14, 0.62, 19.78], [-8.74, -2.20, 21.48], [-10.11, -2.54, 21.63], [-10.51, -3.66, 22.31], [-9.54, -4.36, 23.02], [-8.22, -3.93, 23.05], [-7.81, -2.83, 22.32], [-9.21, -0.75, 18.67], [-10.08, -1.51, 17.90], [-10.06, -0.86, 16.62], [-9.18, 0.14, 16.61], [-8.63, 0.28, 17.81], [-11.29, -2.80, 17.83], [-12.04, -3.07, 15.61], [-10.87, -4.47, 18.28], [-11.46, -5.28, 19.24], [-10.85, -6.50, 19.57], [-9.75, -7.04, 18.89], [-9.08, -6.18, 17.99], [-9.67, -4.94, 17.70], [-12.81, -2.18, 18.63], [-13.86, -3.13, 18.71], [-14.97, -2.82, 19.47], [-15.01, -1.69, 20.25], [-13.93, -0.79, 20.22], [-12.85, -1.05, 19.42], [-6.13, -2.77, 20.26], [-3.73, -2.45, 19.60], [-2.91, -0.16, 19.23], [-4.36, 1.75, 19.27], [-6.90, 1.38, 19.81], [-10.83, -1.80, 21.26], [-11.59, -3.96, 22.31], [-9.83, -5.19, 23.68], [-7.49, -4.35, 23.75], [-6.82, -2.51, 22.50], [-12.44, -5.07, 19.69], [-11.36, -7.14, 20.33], [-9.33, -8.01, 19.13], [-8.11, -6.41, 17.59], [-9.26, -4.36, 16.89], [-13.88, -3.97, 17.97], [-15.82, -3.51, 19.40], [-15.96, -1.49, 20.82], [-13.91, -0.01, 20.95], [-12.14, -0.20, 19.33]],
  "orbital_gap_ev": [5.1, 5.7],
  "relative_energy_kcal_mol": 0.0,
  "total_charge": 1,
  "multiplicity": 6
}



# 7
{
  "formula": "C3H9NO",
  "method": "the ωB97M-V functional and the def2-TZVPD basis",
  "elements": ["C", "N", "C", "O", "C", "H", "H", "H", "H", "H", "H", "H", "H", "H"],
  "coordinates": [[1.35, 1.10, -0.60], [-0.11, 1.04, -0.36], [-0.46, 0.54, 0.96], [-1.00, -0.78, 1.04], [-0.91, -1.65, -0.07], [1.45, 1.66, -1.52], [1.80, 1.58, 0.26], [1.76, 0.09, -0.62], [-0.53, 0.41, -1.04], [0.44, 0.51, 1.59], [-1.18, 1.17, 1.44], [0.10, -1.70, -0.45], [-1.56, -1.30, -0.88], [-1.16, -2.65, 0.25]],
  "orbital_gap_ev": 10.0,
  "relative_energy_kcal_mol": 43.8,
  "total_charge": 0,
  "smiles": "CNCOC"
}



# 8
{
  "formula": "C3H8N2S",
  "method": "the ωB97M-V functional and the def2-TZVPD basis",
  "elements": ["C", "C", "C", "N", "N", "S", "H", "H", "H", "H", "H", "H", "H", "H"],
  "coordinates": [[-3.68, -0.40, 0.71], [1.52, 0.32, -1.07], [1.24, -0.02, 1.28], [-4.08, -1.41, 0.32], [0.64, -0.18, -0.03], [-0.13, -1.66, -0.29], [-1.01, -1.21, 0.60], [1.20, 0.02, -2.03], [1.56, 1.32, -1.18], [2.53, 0.02, -1.00], [0.67, -0.43, 2.05], [2.31, -0.39, 1.27], [1.23, 1.05, 1.20], [-4.44, -2.34, 0.04]],
  "orbital_gap_ev": 8.6,
  "relative_energy_kcal_mol": 89.4,
  "total_charge": 0
}



What is the formula in the sixth record?
C37H26ClN5O4P2Se2Sm